[1]
The following is a DFT calculation (ωB97M-V with the def2-TZVPD basis set) of 7 unconnected molecules or ions with the total composition C20H38FNO13S2 in a non-equilibrium geometry.

ORCA input file:
```
! RIJCOSX wB97M-V def2-TZVPD def2/J DEFGRID3
* xyz 0 1
H 10.93800 22.38800 35.18100
C 18.47900 17.70100 35.68600
F 14.52900 18.40400 32.17400
H 18.28200 20.20100 33.98600
C 12.87600 20.93900 28.46900
H 13.18800 16.35500 30.89400
H 14.77900 15.25500 32.27200
C 16.61700 20.58600 35.98200
C 14.68300 16.55200 28.05500
C 16.82200 19.18400 35.43000
C 14.09100 16.22200 35.03200
H 16.06700 21.32900 35.27600
C 17.02000 18.42800 27.37900
H 13.28400 22.28100 30.34200
H 15.16200 20.88700 31.02300
C 16.28500 17.03300 29.43500
O 13.56200 12.88800 34.15300
H 14.27700 16.67700 36.19200
O 11.29300 19.66500 31.56300
H 12.67800 17.80300 30.74600
H 13.01400 14.65600 36.03400
C 15.31600 15.55600 34.42200
C 12.95600 15.29000 34.99400
O 14.63500 22.51400 28.57300
H 14.75400 19.63500 29.86700
H 12.47400 23.07400 32.57400
O 11.18500 19.02700 33.91200
H 13.25400 20.94900 27.52500
H 17.75200 21.03600 36.15400
O 17.49500 18.35600 36.27900
O 12.41500 14.37700 32.58600
C 17.73600 19.09400 34.14900
O 15.80500 16.44700 27.28300
O 14.89100 16.96000 29.29000
O 16.17700 21.20700 29.36000
H 9.94900 21.52600 32.07700
C 12.88800 20.97000 33.28000
H 16.07400 18.68200 35.29700
H 17.74500 16.43300 28.11700
H 12.78700 19.95600 29.06000
O 19.19200 16.78300 36.22700
H 13.22900 20.80200 34.34500
H 16.43800 18.06500 30.03900
H 10.53300 23.41300 33.81500
H 15.45500 13.75200 32.93000
O 16.85100 22.94500 28.07700
H 12.06600 16.95300 31.90100
H 9.52000 20.95700 33.66400
H 15.95000 20.66300 36.75000
C 16.83400 17.06400 28.04200
H 11.92800 15.46200 34.95700
H 13.78800 20.66700 32.83100
C 11.05000 22.43200 34.06000
S 13.36600 14.18700 33.65100
H 16.03100 14.82300 35.06200
N 12.39300 16.94900 30.95500
H 16.09400 16.24100 34.03100
C 14.90400 14.77500 33.21000
H 16.85100 16.18700 30.13500
O 18.70000 18.06800 34.44300
C 13.92200 21.70200 29.37900
H 17.26400 18.66900 33.22900
C 10.25300 21.34300 33.20400
S 11.45200 19.99200 32.94900
H 12.04600 21.43800 28.36300
H 17.63500 19.02600 28.12100
H 13.90200 17.00100 34.54800
H 13.24500 22.91800 34.22600
H 11.62000 16.66100 30.46000
O 13.62300 16.11700 27.70400
H 16.11900 18.97000 27.15200
H 17.57300 18.41800 26.42400
C 12.49600 22.44600 33.50000
C 15.95000 22.27200 28.62000
C 14.99400 20.76000 29.99300
*
```

Kohn-Sham gap	9.79	eV
largest force on an atom	10.5	eV Å⁻¹
E_HOMO	-0.3581	hartree

Atom charges from the Löwdin analysis, given in e for atoms 1 to 8: 0.127, -0.537, -0.591, 0.182, 0.027, 0.099, 0.069, -0.001

[2]
The following is a DFT calculation (ωB97M-V with the def2-TZVPD basis set) of a molecular structure, C58H55O2P4PtSi.

ORCA input file:
```
! RIJCOSX wB97M-V def2-TZVPD def2/J DEFGRID3
* xyz 1 1
H -7.52693 0.55370 0.74586
C 2.67510 4.56830 1.55631
H 2.07257 6.05631 -1.42214
C -2.01326 -1.78049 4.57716
C 5.94620 0.07447 1.98957
C 6.92992 -0.38470 -5.19761
H -1.65019 1.48664 3.74533
H 1.70027 3.71925 -2.06152
H 2.38338 -3.43561 0.34570
C 2.45043 3.24608 1.20034
C 5.75852 1.44126 1.85773
P -2.15220 -0.63395 1.99463
H 0.35626 -6.88878 0.80371
H 3.73758 0.51546 -4.56185
C 1.81952 -1.04402 2.67343
C 2.06651 -2.30441 2.14726
C -1.99677 3.30624 -0.97002
H 1.64513 -0.92348 3.73562
H 2.98434 4.79993 2.56753
C -4.91220 -1.13642 2.06452
C -3.15463 5.10780 0.84930
C -1.43189 3.52480 0.28835
H -0.55525 2.96398 0.58530
C -1.99905 4.41796 1.18754
H 5.94288 2.09950 2.69756
C 7.53929 0.12771 -4.05931
O -1.35828 -1.50071 -1.19186
C 1.76167 0.06496 1.84353
H -4.70253 -2.01794 2.66162
C -0.55429 -4.34938 -1.96079
C -6.22219 -0.82424 1.74569
C 5.73419 -0.76457 0.90070
H 8.60753 0.02171 -3.92013
C 4.80369 0.41084 -4.39919
C -1.71020 0.60220 4.36967
H 0.46573 -5.67164 -3.30030
C -1.74825 -2.32924 1.45651
C -5.52668 -4.39965 -0.34591
C 2.16342 5.27562 -0.67866
H -2.48658 0.20282 -3.42176
C 5.34248 1.96861 0.64037
H 5.07835 -0.63015 -6.25127
H 5.89406 -1.83116 0.99813
H -3.60000 5.80174 1.55084
H 5.19005 3.03698 0.53597
C 2.81908 1.06414 -2.13694
H 1.46634 1.00963 2.27237
C 5.56230 -0.23931 -5.36508
H -2.19294 -2.75522 4.13995
C 5.10481 1.13621 -0.44957
H 5.17601 -0.89252 -1.16054
H -7.02792 -1.46252 2.08421
C -2.79264 1.10314 -2.88601
H -5.98583 -5.27652 0.09161
C -0.56922 2.98730 -3.67095
H -2.35425 -3.07770 1.97303
C -4.34163 -2.16304 -1.50237
C 5.40323 0.92248 -3.25092
C -0.61391 -5.03261 0.35159
C -1.83647 -1.68109 5.95017
C -5.47292 1.13576 0.55879
C -6.26790 -3.56051 -1.17031
Si -1.31554 2.07241 -2.22094
P 4.48844 1.90275 -1.99987
C -6.50051 0.31110 0.99095
C 2.22376 -2.45470 0.77695
C 2.51757 5.58509 0.62666
H -0.12505 2.31022 -4.40368
P 1.66074 1.28065 -0.73497
H -4.64240 5.43448 -0.66332
H 7.27216 1.17054 -2.21296
C 6.78346 0.77843 -3.09746
H -1.37012 3.54107 -4.17035
H 0.16851 3.72567 -3.36311
C 0.48528 -6.40780 -1.28375
Pt -0.28517 0.40343 -1.08635
H 2.29795 1.43022 -3.02304
H 2.69105 6.61401 0.91306
H -3.34955 1.73591 -3.58628
H -3.47257 0.83232 -2.07625
H -0.69843 -2.46686 1.73698
H -7.30908 -3.78271 -1.36665
C -4.15615 0.82702 0.87526
H -5.68892 2.02599 -0.01883
H -1.54016 4.57080 2.15705
O -1.25573 0.35427 1.33111
C 1.93905 3.95720 -1.03379
C -1.95192 -0.64029 3.78167
H 2.28963 -1.49254 -1.11749
C -5.67693 -2.44781 -1.75012
C -4.19308 -4.12165 -0.09914
H -3.61162 -4.79411 0.52340
H -1.46131 -0.36745 7.60130
C 0.16092 -5.49313 -2.27757
H 6.27282 -0.33900 2.93557
H 1.04223 -7.30136 -1.53380
H -0.89940 -4.86208 1.38262
C -3.16436 4.01020 -1.28887
C 1.99130 -0.05709 0.47271
H -6.25313 -1.79934 -2.39722
H -1.88303 -2.56997 6.56571
C -1.53514 0.69767 5.74063
C -3.60282 -2.99459 -0.67012
H -1.34932 1.66220 6.19492
P -1.88464 -2.61561 -0.33173
H 2.11598 -3.16617 2.80150
H 2.63656 2.47836 1.93375
H 7.51991 -0.89157 -5.94998
C -3.73968 4.90094 -0.39276
H -3.64292 3.86196 -2.25257
H -3.34438 1.46762 0.54831
C 2.05069 2.93032 -0.09537
C -0.94705 -4.11600 -0.64236
H 2.95578 -0.00684 -2.28379
C -1.59873 -0.44362 6.53061
C -3.87728 -0.31358 1.62319
C 0.09979 -6.17802 0.02917
C 2.18242 -1.34247 -0.05130
C 5.32231 -0.23470 -0.31039
H -3.86643 -1.30513 -1.95781
H -0.79968 -3.62860 -2.73160
*
```

Kohn-Sham gap	7.88	eV
largest force on an atom	0.5	eV Å⁻¹
E_HOMO	-0.3698	hartree

Atom charges from the Löwdin analysis, given in e for atoms 1 to 8: 0.110, -0.067, 0.114, -0.080, -0.076, -0.084, 0.110, 0.079

[3]
The following is a DFT calculation (ωB97M-V with the def2-TZVPD basis set) of 3 unconnected molecules or ions with the total composition C28H63BrN4O8 in a non-equilibrium geometry.

ORCA input file:
```
! RIJCOSX wB97M-V def2-TZVPD def2/J DEFGRID3
* xyz 0 1
H 6.10463 2.18763 2.25415
H 2.69420 1.50821 -3.34458
H 0.05331 0.13991 2.08543
C 3.83876 1.84881 -0.57004
C -5.05778 -0.35410 -1.41916
H -5.11887 -3.40612 -1.68520
H -3.48871 3.48196 -0.61249
H 0.88149 -3.11390 -2.22469
H -7.27230 -0.64723 0.25868
H 2.81665 2.36548 -0.68733
H -7.78933 4.37866 -1.13493
C -3.88556 0.24416 -0.62798
H 6.57646 1.02818 -0.67304
C 4.27296 1.22477 4.05160
H 4.96160 -0.83323 3.65638
H 2.33458 1.00697 5.11365
H -7.51568 2.90502 -2.07544
C 1.60344 -1.57767 2.14959
H -8.57916 1.21997 1.05712
H -4.04017 -3.24451 0.73561
C 5.67180 1.54476 1.39800
H -3.28834 -3.48026 -3.44726
O 1.09472 0.04587 -3.59005
N -2.49759 -2.68690 -1.67492
C -0.03768 0.97837 -3.73024
C -4.16305 2.62179 -0.61983
O -7.65640 2.67828 -0.01460
H -4.55353 -4.76970 1.47210
C 5.32237 0.22150 3.37347
C 3.80116 0.27114 -0.75519
H -4.77452 -0.36944 -2.47515
O 0.18767 -3.74230 -0.43840
C 2.04365 0.79055 -2.75100
O 8.05390 0.80167 0.90873
H 2.92581 -0.51892 4.30282
C -3.10048 -3.79646 -2.41698
C 6.89307 1.45375 0.33185
H 4.26613 2.27431 3.61992
O -4.17687 -4.88734 -0.52984
H 0.48400 2.41788 0.86173
C 9.19871 1.05744 0.06025
O 0.59730 2.49771 4.05934
H -6.19250 0.67740 0.74557
H -8.86833 1.09469 -0.67984
C -1.11687 -2.39390 -2.06445
H 3.44213 -0.94276 -2.60416
H -4.98959 2.86791 -1.28968
C -6.92925 0.35879 -0.00096
C 1.17167 2.09284 3.01071
H -1.05832 -5.42545 -0.53600
C -8.04935 3.32164 -1.21631
O 5.35464 0.24591 1.94629
H 7.06886 3.48805 0.86356
H -0.81665 -1.50552 -1.50063
H 1.70471 -2.31298 3.02911
H 3.59602 2.33070 1.59337
H 8.88413 1.12094 -1.04363
H 3.48102 -0.21810 0.23628
H -1.09860 -2.11234 -3.12280
H -6.21385 1.29274 -1.65680
H -2.43443 -4.66663 -2.43711
Br 7.15789 0.33259 4.21113
C 4.42847 2.36221 0.82346
C 2.77783 0.61191 4.14439
H 1.88728 3.53716 1.36291
C 2.82114 -0.29148 -1.88434
H 0.20734 3.86873 1.99322
H -0.17226 -5.16836 0.97583
H 9.90593 0.17218 0.15466
H 2.05916 -1.01570 -1.42278
H 1.01283 -2.01065 1.28322
H 0.38923 2.04589 -3.80275
H 4.51761 2.28194 -1.39693
H 0.43525 -0.42515 3.77986
C -8.10926 1.32691 0.07441
H -4.07840 0.28516 0.44967
H 4.61277 1.33963 5.14614
H 6.81519 3.21460 -0.77847
H -0.74342 0.94076 -2.82937
H -3.03751 -0.43591 -0.75333
H -5.19737 -1.39682 -1.11797
C -4.41704 -4.24016 -1.78009
H 4.76008 3.45744 0.71139
H -9.12840 3.24058 -1.37354
H -1.54919 -4.13734 0.61535
C 0.91357 -0.23744 2.75091
H -0.27934 -4.41233 -2.35729
N 1.95556 0.85065 2.93011
H -4.88029 -4.98613 -2.43328
H 9.78316 1.99365 0.33221
O -3.44150 1.50560 -1.11778
H 2.67315 -1.28187 1.88154
C -0.06453 -3.48521 -1.81600
N 7.29705 2.87808 0.07096
H -2.50783 -2.91196 -0.68559
H -0.65388 0.75288 -4.66015
C 0.93652 3.02590 1.71496
H 1.37650 1.38055 -2.01774
H -4.52752 2.46366 0.39808
C -4.64559 -4.14328 0.58297
H 4.84127 -0.17414 -0.96640
C -0.70569 -4.66545 0.16529
H -5.69676 -3.86745 0.45976
N -6.34678 0.33757 -1.34322
*
```

Kohn-Sham gap	9.18	eV
SMILES string	CCN(CC[C@H](Br)O[C@H](CCCCCOC)[C@@H](N)OC)C(C)=O.COCCNCCOC.COCCNCCOC
largest force on an atom	4.2	eV Å⁻¹
E_HOMO	-0.3185	hartree

Atom charges from the Löwdin analysis, given in e for atoms 1 to 8: 0.133, 0.136, 0.124, -0.183, -0.192, 0.099, 0.087, 0.115

[4]
The following is a DFT calculation (ωB97M-V with the def2-TZVPD basis set) of a single C5H12ClNOSi molecule in a non-equilibrium geometry.

ORCA input file:
```
! RIJCOSX wB97M-V def2-TZVPD def2/J DEFGRID3
* xyz 0 1
H -1.43777 -1.24996 -1.93328
H -0.96684 -1.51598 2.09018
H 0.14004 -1.83933 -2.04551
Si -0.51345 -0.32890 0.01384
O 0.52925 0.95934 0.23031
C -2.13358 0.56279 0.21148
H 3.29420 1.80798 1.32850
C 2.68687 1.94987 0.41619
C 1.80115 0.75776 0.10253
H 0.79409 -1.35131 1.68427
H 1.97821 2.90045 0.53644
H -0.31936 -2.61627 0.78502
Cl 3.83628 -0.72256 -0.31751
C -0.19269 -1.54541 1.27646
N 2.15499 -0.40342 -0.31324
H -2.62385 0.51618 1.28313
H 0.06602 -0.05633 -2.36403
H -2.67628 0.37045 -0.63814
C -0.38469 -0.98905 -1.75326
H -1.94992 1.69604 0.09234
H 3.42141 2.16027 -0.36300
*
```

Kohn-Sham gap	10.31	eV
SMILES string	C/C(=N\Cl)O[Si](C)(C)C
largest force on an atom	4.5	eV Å⁻¹
E_HOMO	-0.3503	hartree

Atom charges from the Löwdin analysis, given in e for atoms 1 to 8: 0.022, 0.046, -0.006, 0.366, -0.096, -0.154, 0.080, -0.037